68
Properties=species:S:1:pos:R:3:forces:R:3:lowdin_charge:R:1 method="wB97M-V/def2-TZVPD" total_energy_ha=-3202.1885 mol_weight_da=626.7 charge=+1
O -2.115836 -3.130996 -1.550799 0.62 -0.05 -0.70 -0.24
S -1.071569 -3.611180 -0.705725 -1.68 0.35 0.78 0.77
O -1.452988 -4.068138 0.598398 0.67 -0.06 0.15 -0.24
C 0.099635 -2.344567 -0.400896 0.53 -0.08 -0.30 -0.25
N 0.295252 -1.971154 0.914958 0.65 0.45 -0.21 0.15
C 1.167574 -0.975545 0.931110 0.05 0.25 -0.02 -0.03
N 1.552140 -0.713969 -0.317068 -0.48 -0.84 -0.25 0.19
C 0.892143 -1.544861 -1.189460 -0.81 -0.80 0.40 -0.18
C 1.021175 -1.508587 -2.662051 1.06 0.89 -0.12 -0.10
C 0.817634 -0.061387 -3.188827 -0.85 -0.60 0.02 -0.20
C -0.638105 0.118976 -3.688005 0.70 0.22 0.58 -0.44
S -1.384468 1.640669 -2.995800 -0.62 -0.37 -0.59 0.89
C -2.527611 0.916160 -1.793503 0.19 -0.15 -0.34 -1.05
S -1.954464 0.345863 -0.385596 0.05 0.07 0.31 0.76
N -3.864705 0.937371 -2.182780 0.11 0.26 1.10 -0.19
C -4.798025 1.463152 -1.158624 -0.03 -0.22 0.08 -0.15
C -5.615259 0.418148 -0.411636 -0.48 0.04 0.14 -0.20
O -6.082651 -0.622805 -1.245716 0.31 -0.08 -0.01 -0.12
C -4.936206 -1.274312 -1.798913 -0.82 0.49 0.29 -0.18
C -4.311872 -0.332901 -2.790199 0.41 0.17 -0.94 -0.13
C -0.220369 -5.080524 -1.472511 0.38 -0.07 -0.34 -0.47
F -1.061021 -6.081161 -1.257079 -0.32 0.04 -0.04 0.16
F 0.914792 -5.320816 -0.808695 0.07 0.22 0.21 0.14
C 0.121442 -5.016312 -2.999721 -0.03 -0.86 0.27 -0.59
F 1.334752 -4.504383 -3.163387 0.15 0.41 -0.05 0.18
F -0.764880 -4.322750 -3.686305 -0.15 0.36 -0.16 0.19
F 0.134334 -6.259440 -3.457781 0.03 -0.10 -0.07 0.21
H -0.158976 -2.384696 1.717003 -0.12 -0.12 -0.02 0.18
H 1.524783 -0.420533 1.777940 -0.04 0.02 0.17 0.16
H 2.182887 0.039008 -0.570337 -0.11 0.36 0.30 0.15
H 0.347283 -2.212105 -3.127517 -0.19 -0.08 -0.04 0.10
H 2.037675 -1.818539 -2.909307 0.05 -0.21 -0.02 0.14
H 1.537702 0.176085 -3.962177 0.11 0.00 -0.11 0.12
H 0.948205 0.627369 -2.362347 0.25 0.23 -0.02 0.07
H -0.691771 0.152475 -4.770031 -0.04 0.17 -0.13 0.08
H -1.222874 -0.734317 -3.364343 -0.27 0.00 0.08 0.05
H -4.230822 2.017139 -0.417333 0.14 0.16 -0.02 0.11
H -5.460060 2.176676 -1.644091 -0.12 -0.08 -0.24 0.13
H -5.071533 -0.011877 0.433926 0.28 -0.03 -0.03 0.11
H -6.492501 0.911841 -0.000807 -0.12 0.03 0.04 0.13
H -4.270118 -1.526098 -0.974092 0.28 -0.22 -0.09 0.10
H -5.293986 -2.166962 -2.299686 0.07 -0.18 -0.05 0.14
H -5.020624 -0.090530 -3.578197 -0.26 -0.04 0.01 0.13
H -3.472438 -0.818628 -3.284879 0.19 0.06 0.00 0.11
O 2.365258 1.604189 0.719893 0.19 -0.11 -0.15 0.07
C 3.395160 2.183682 0.452673 0.02 -0.06 0.35 -0.46
O 3.779841 2.340152 -0.819891 0.03 -0.07 -0.10 0.03
C 5.091948 2.956081 -0.869894 0.26 0.18 0.01 -0.13
C 5.235281 3.663255 0.468801 -0.05 -0.08 0.08 -0.13
C 4.414163 2.764863 1.398325 0.15 0.51 -0.50 -0.07
H 5.832118 2.166836 -1.009121 -0.04 -0.04 0.02 0.13
H 5.131446 3.629250 -1.721207 -0.16 -0.07 -0.07 0.13
H 6.270604 3.792063 0.773523 0.02 -0.06 -0.02 0.12
H 4.774791 4.650038 0.416934 0.02 0.01 -0.02 0.12
H 5.006863 1.947429 1.812846 -0.08 -0.02 0.09 0.14
H 3.935710 3.310378 2.199764 -0.09 -0.22 0.19 0.10
O 2.904719 2.669004 4.024516 0.03 -0.03 0.14 0.11
C 2.105548 2.305824 4.840946 -0.11 -0.02 -0.22 -0.48
O 2.468183 1.733140 6.003568 0.00 -0.03 0.04 0.04
C 1.303410 1.310769 6.740051 -0.16 0.00 0.10 -0.14
C 0.162767 2.161772 6.197914 -0.04 0.01 -0.12 -0.15
C 0.592124 2.373716 4.746390 -0.03 0.12 0.48 -0.07
H 1.151416 0.244439 6.559403 0.01 0.00 -0.02 0.13
H 1.483679 1.463540 7.800216 0.15 0.01 -0.02 0.13
H -0.812666 1.694719 6.313318 0.03 -0.06 0.00 0.12
H 0.139152 3.120693 6.715634 0.00 0.00 0.02 0.12
H 0.248263 1.570620 4.091631 0.00 0.05 -0.07 0.12
H 0.276542 3.332688 4.346651 0.04 -0.06 -0.21 0.13